1.
The following is a quantum chemistry calculation of a molecular structure, C50H72Br4Cl5GeIrO2PSi3 at a distorted geometry, from the Open Molecules 2025 dataset.

Atoms and positions in Å:
Ir  0.78414  1.00789  -0.67511
C  3.03763  -3.61555  1.47084
C  1.61196  -3.13361  1.74545
C  1.01454  -3.97141  2.88392
C  1.52008  -1.66277  2.10236
C  2.59646  -0.97891  2.64058
C  2.53168  0.38073  2.94702
C  3.68352  0.97346  3.73999
C  5.07030  0.50699  3.26726
C  3.50833  0.56037  5.21089
C  1.34479  1.08254  2.69174
C  0.15373  0.32906  2.48524
C  0.29201  -1.00483  2.08366
C  -1.11825  0.71225  3.26962
C  -1.72280  2.13045  3.21711
C  -2.23467  -0.31772  3.11324
C  1.25233  2.56636  2.84809
C  1.14453  3.03210  4.15891
C  1.00884  4.37116  4.47145
C  0.98417  5.29763  3.44690
C  1.09703  4.86118  2.13920
C  1.24255  3.51299  1.79444
P  1.50785  3.18601  -0.01556
C  3.40262  3.37995  -0.13679
C  3.95258  4.74272  0.31365
C  4.00431  2.36711  0.83530
C  3.84972  3.05407  -1.56412
C  0.77194  4.62812  -1.07438
C  1.61162  5.91577  -1.11610
C  -0.64852  5.00843  -0.60486
C  0.72630  4.10823  -2.53368
H  3.01663  -4.57316  0.94910
H  3.57975  -3.76075  2.40661
H  3.59638  -2.91293  0.85667
H  1.00131  -3.30210  0.85275
H  1.57707  -3.81285  3.80505
H  1.04981  -5.03362  2.63798
H  -0.02487  -3.70062  3.06826
H  3.52056  -1.50940  2.82454
H  3.63505  2.06206  3.70037
H  5.34703  -0.43014  3.75196
H  5.82349  1.24907  3.53211
H  5.11276  0.34895  2.19086
H  3.53744  -0.52553  5.30588
H  2.56035  0.90290  5.62431
H  4.31120  0.98458  5.81500
H  -0.59233  -1.58687  1.85032
H  -0.74823  0.57853  4.29461
H  -1.09885  2.84543  2.69592
H  -2.70261  2.10739  2.74468
H  -1.86884  2.50970  4.22826
H  -2.54556  -0.41336  2.06944
H  -3.08867  -0.00670  3.71524
H  -1.92186  -1.28844  3.49013
H  1.13836  2.30371  4.95809
H  0.91721  4.68478  5.50225
H  0.88139  6.35362  3.65660
H  1.06634  5.60248  1.35639
H  3.37904  5.15789  1.14180
H  4.00568  5.47432  -0.48460
H  4.97106  4.59597  0.67616
H  3.87011  2.72126  1.85434
H  5.07464  2.27924  0.64329
H  3.57158  1.38063  0.73567
H  3.54470  3.81702  -2.28073
H  3.45441  2.08882  -1.88315
H  4.93849  2.98546  -1.59565
H  1.80640  6.36498  -0.14546
H  1.04948  6.64460  -1.70159
H  2.55516  5.75551  -1.62862
H  -0.80199  4.86476  0.46174
H  -1.40425  4.44426  -1.13829
H  -0.82977  6.06125  -0.82535
H  1.01318  4.90057  -3.22506
H  -0.27585  3.79235  -2.80891
H  1.39816  3.26633  -2.70321
Br  3.24140  -4.91968  -3.58791
C  3.06826  -3.28279  -2.67202
C  4.19801  -2.54288  -2.33256
Br  5.92742  -3.16853  -2.75651
C  4.03450  -1.35415  -1.63562
Br  5.50466  -0.34917  -1.02249
C  2.76658  -0.88066  -1.27524
O  2.63563  0.21105  -0.56399
C  1.61107  -1.59605  -1.67235
O  0.41673  -1.10212  -1.37327
C  1.80481  -2.80216  -2.33287
Br  0.26931  -3.84200  -2.67974
Cl  0.93544  0.68943  -3.85278
C  -0.59874  1.26124  -3.29716
C  -0.73967  1.49545  -1.92978
C  -1.97925  1.96215  -1.52249
Cl  -2.14049  2.17809  0.17138
C  -3.00282  2.29729  -2.39971
Cl  -4.44924  3.02071  -1.81244
C  -2.80253  2.10937  -3.76607
Cl  -4.00927  2.60786  -4.88399
C  -1.60180  1.55272  -4.21504
Cl  -1.35023  1.31500  -5.89685
C  -0.84314  -2.35703  -5.35166
Si  -2.36395  -2.35484  -4.22201
C  -2.99835  -4.13326  -4.03423
C  -3.70793  -1.31266  -5.06508
Ge  -1.86005  -2.03972  -1.48053
Si  -4.88666  -1.80085  -0.70285
C  -5.13302  -0.30845  0.42398
C  -5.94007  -3.17049  0.07132
C  -5.57526  -1.31566  -2.39363
Si  -2.40556  -4.51737  -0.22499
C  -2.68079  -4.24348  1.63484
C  -3.89386  -5.51873  -0.86242
C  -0.90386  -5.66425  -0.38638
H  -1.16102  -2.22366  -6.38791
H  -0.30865  -3.30277  -5.29288
H  -0.13655  -1.55901  -5.12234
H  -3.13369  -4.58379  -5.02034
H  -3.96243  -4.15693  -3.52791
H  -2.30072  -4.75895  -3.47526
H  -4.64367  -1.86638  -5.13604
H  -3.38732  -1.07256  -6.07886
H  -3.91478  -0.37214  -4.56323
H  -5.00337  -0.55174  1.47651
H  -6.15491  0.05646  0.29056
H  -4.46631  0.50825  0.18116
H  -5.51214  -3.57533  0.98725
H  -6.12451  -3.99733  -0.61162
H  -6.90648  -2.73247  0.33264
H  -5.11968  -0.39152  -2.74824
H  -6.64916  -1.13856  -2.29179
H  -5.43450  -2.08407  -3.15051
H  -3.41491  -3.47217  1.86116
H  -1.75582  -3.97874  2.14531
H  -3.03738  -5.18163  2.06584
H  -4.71015  -5.49204  -0.14246
H  -3.59108  -6.56107  -0.97602
H  -4.28527  -5.18945  -1.82185
H  0.02375  -5.19132  -0.06579
H  -0.76379  -6.02077  -1.40636
H  -1.07460  -6.53641  0.25006

Computed properties:
⟨S²⟩: 6.02
HOMO-LUMO gap (alpha / beta): 7.4215 / 5.6677 eV
total charge: +1
spin multiplicity: 5
electronic energy: -18086.75619 Eh
ΔE to the lowest compared entry with this formula, charge and spin: 12.17 kcal/mol

Mulliken atomic charge list, values in e, 5 entries: 1.431, -2.059, 2.190, -1.454, 0.556

***

2.
The following is a quantum chemistry calculation of a single C50H74O14 molecule, from the Open Molecules 2025 dataset.

Atoms and positions in Å:
C  2.19831  0.28638  -2.96185
H  2.21387  -0.59575  -3.61354
O  3.29543  1.12584  -3.22429
C  4.55565  0.48455  -3.25982
C  5.01796  -0.12579  -1.93249
H  5.96680  -0.63444  -2.10343
H  4.29181  -0.84557  -1.55729
C  5.22432  0.96069  -0.87186
O  6.04898  1.99375  -1.32049
C  5.65625  2.61325  -2.54113
C  6.69149  3.68144  -2.85965
H  6.48293  4.10459  -3.83781
H  6.66652  4.46432  -2.10752
H  7.68168  3.23421  -2.86522
H  4.66493  3.06965  -2.42036
C  5.55533  1.57744  -3.67957
O  5.16129  2.17396  -4.88546
H  4.22188  2.38462  -4.79624
H  6.53981  1.13324  -3.85873
O  3.93964  1.39123  -0.48553
C  3.87527  2.28125  0.61290
C  2.53832  3.03107  0.45876
C  2.49115  3.88431  -0.79862
H  1.53534  4.39920  -0.85174
H  3.28629  4.62489  -0.77564
H  2.60387  3.24180  -1.66643
O  2.27101  3.87958  1.56472
C  2.19646  3.19866  2.78645
O  1.16720  2.25026  2.80077
C  -0.04400  2.56497  3.46815
C  -0.65470  1.30122  4.04751
C  -0.50021  0.06045  3.60082
C  0.29146  -0.43602  2.43403
H  0.64599  0.38950  1.82424
H  1.15264  -0.99203  2.81539
C  -0.52834  -1.38273  1.55239
C  -1.79609  -0.69038  1.06036
C  -2.67590  -1.66398  0.28659
C  -2.94419  -2.89834  1.13282
H  -3.52333  -2.61133  2.01075
H  -3.49327  -3.64850  0.56526
C  -1.60190  -3.50268  1.59173
C  -1.84899  -4.63993  2.55002
C  -1.29437  -5.82687  2.38034
C  -0.35429  -6.13158  1.24973
C  0.77222  -7.04158  1.73510
H  1.38963  -6.52117  2.46417
H  0.35602  -7.92927  2.20625
H  1.40213  -7.36111  0.90967
H  -0.92254  -6.65113  0.46912
C  0.16277  -4.79652  0.68558
C  0.98070  -4.91788  -0.61011
C  1.64752  -3.58176  -0.94916
C  2.50806  -3.70904  -2.20177
C  1.65451  -4.15718  -3.38291
C  0.97302  -5.48295  -3.06191
C  0.12717  -5.36862  -1.79645
H  -0.67145  -4.64106  -1.94498
H  -0.33288  -6.33526  -1.58509
H  0.34147  -5.78918  -3.89837
H  1.73453  -6.25409  -2.91938
H  2.27456  -4.26287  -4.27580
H  0.89473  -3.39954  -3.58746
H  2.98320  -2.75145  -2.42479
H  3.30039  -4.44112  -2.02666
H  2.26076  -3.25100  -0.10680
H  0.86991  -2.83486  -1.11953
H  1.76945  -5.65667  -0.43565
H  0.79419  -4.33044  1.45975
O  -0.94077  -3.93193  0.42854
H  -1.50099  -6.63613  3.06691
H  -2.49540  -4.41287  3.38183
O  -0.83683  -2.54984  2.30287
H  -2.19639  -1.94505  -0.65807
O  -3.93384  -1.02748  -0.00079
C  -3.95950  -0.14979  -0.99028
O  -3.02615  0.07771  -1.72913
C  -5.29495  0.54918  -1.08540
C  -6.03812  0.11343  -2.31720
C  -6.92710  0.87000  -2.94099
C  -7.68572  0.41055  -4.14480
H  -8.74128  0.64157  -4.01602
H  -7.33579  0.94542  -5.02702
H  -7.56027  -0.65628  -4.30586
C  -7.24385  2.28985  -2.51746
O  -8.62481  2.46803  -2.29368
H  -8.79966  2.21480  -1.37859
H  -6.99624  2.93999  -3.36800
C  -6.44262  2.77104  -1.30115
O  -7.13867  2.52466  -0.09227
C  -6.20083  2.74362  0.94615
C  -4.82587  2.51192  0.36249
C  -3.69455  2.71799  1.04070
C  -2.35120  2.56366  0.54018
C  -1.22276  2.79066  1.21980
C  -1.08400  3.33920  2.60264
H  -2.03634  3.27230  3.13414
C  -0.70491  4.82227  2.48412
H  0.24348  4.93221  1.96454
H  -1.47086  5.35112  1.92082
H  -0.62355  5.27746  3.46995
H  -0.28147  2.64867  0.70959
H  -2.26867  2.24661  -0.48889
H  -3.79785  3.04159  2.06945
C  -5.07427  2.09035  -1.07878
O  -4.16856  2.52732  -2.04077
H  -3.53584  1.80984  -2.22159
H  -6.28843  3.77641  1.31532
H  -6.43958  2.06078  1.76735
H  -6.25842  3.85320  -1.40166
H  -5.83062  -0.88927  -2.66451
H  -5.88019  0.27479  -0.20045
H  -1.52066  0.15129  0.42777
H  -2.35888  -0.31205  1.91705
H  0.07524  -1.67811  0.68142
H  -0.98898  -0.73978  4.14335
C  -1.47013  1.55967  5.28679
H  -1.99671  0.66166  5.59670
H  -2.19972  2.35077  5.12186
H  -0.82116  1.87679  6.10340
H  0.19778  3.22232  4.32131
C  3.52122  2.49106  3.08816
H  4.31185  3.23766  3.17586
H  3.42443  1.95280  4.03105
C  3.87478  1.52315  1.95409
O  5.14736  0.93339  2.14451
C  5.17885  -0.10027  3.09620
H  6.17777  -0.52985  3.04400
H  4.43546  -0.87327  2.86543
H  5.00092  0.26865  4.11185
H  3.10783  0.73476  1.89856
H  2.01430  3.98369  3.53699
H  1.76215  2.25343  0.39984
H  4.72449  2.97522  0.58956
H  5.76178  0.55412  -0.00366
H  4.52798  -0.30910  -4.02893
H  2.17791  -0.02850  -1.91486
H  1.30794  0.87623  -3.17408

Computed properties:
HOMO-LUMO gap: 8.9255 eV
spin multiplicity: 1
electronic energy: -3002.96590 Eh
ΔE to the lowest compared entry with this formula, charge and spin: 8.66 kcal/mol

natural (NBO) atomic charge list, values in e, 5 entries: -0.248, 0.167, -0.563, 0.081, -0.466

***

3.
The following is a quantum chemistry calculation of a molecular structure, C50H86B2F13IN2O19P at a distorted geometry, from the Open Molecules 2025 dataset.

Atoms and positions in Å:
C  2.65767  -4.52087  4.61852
C  3.55710  -4.41728  3.27163
O  3.40347  -3.15640  2.55943
B  2.18660  -3.07203  1.82991
O  1.30467  -4.23028  1.77362
N  1.77167  -1.82103  1.03547
C  2.01391  -1.53289  -0.25337
C  2.74660  -2.47625  -1.29600
F  2.16006  -3.79557  -1.28783
F  2.57644  -2.07577  -2.66446
C  4.32179  -2.69407  -1.08626
F  4.97352  -1.98468  -2.15156
F  4.84119  -2.21291  0.12851
C  4.83824  -4.21503  -1.24136
F  4.47751  -5.05880  -0.17902
F  6.26792  -4.12726  -1.19241
F  4.57061  -4.77395  -2.53100
C  1.37008  -0.04148  -0.42133
C  0.24658  0.06600  -1.54366
C  -1.04199  -0.86339  -1.42825
C  -0.77888  -2.42734  -1.80956
C  -2.26303  -3.11476  -1.77346
O  -2.23697  -4.42291  -1.13857
B  2.63358  0.76199  -1.15641
C  2.52947  1.89512  -2.29511
O  4.01540  0.39890  -0.83028
C  1.16354  0.51308  1.06514
P  2.71323  1.25577  1.98002
N  3.91566  0.21548  2.13925
C  0.12254  1.65967  1.40573
O  -0.69756  1.45847  2.35691
C  0.02153  3.12535  0.80264
F  0.35946  3.29101  -0.54754
F  0.92425  3.94759  1.56533
C  -1.44114  3.80572  1.00482
F  -1.35719  5.05393  0.29348
F  -1.69458  4.16651  2.35398
C  -2.62490  2.97910  0.31435
F  -2.21807  2.10856  -0.71996
F  -3.48465  3.95543  -0.30935
C  -3.55881  2.15107  1.31782
O  -3.80689  0.95439  1.00701
O  -4.16976  2.65185  2.49212
C  0.96350  -0.86110  1.90262
I  1.25259  -0.87740  4.06743
C  -0.51686  -1.59906  1.80020
O  -0.88392  -2.22760  3.07032
C  -2.27433  -1.97344  3.39160
O  -2.44881  -2.40345  4.76950
C  -2.12398  -1.33412  5.68496
C  -1.11553  -1.80620  6.87708
O  -0.19586  -0.73138  7.22167
H  3.17860  -5.30187  5.28903
H  1.61221  -4.96015  4.40803
H  2.59906  -3.53782  5.19319
H  4.64991  -4.43513  3.64920
H  3.46133  -5.34883  2.60533
H  0.71675  -4.24769  2.56183
H  0.75257  -0.20403  -2.55056
H  -0.14350  1.14224  -1.70763
H  -1.66248  -0.74067  -0.47433
H  -1.75413  -0.50670  -2.27294
H  -0.34601  -2.51888  -2.87448
H  -0.17366  -2.98450  -1.01982
H  -2.78084  -3.10565  -2.78759
H  -2.90554  -2.44313  -1.08057
H  -2.14897  -4.25347  -0.16850
H  1.50262  2.27902  -2.57112
H  2.98851  1.44687  -3.25973
H  3.25383  2.74783  -1.99831
H  4.43327  1.21654  -0.45823
H  2.25407  1.84277  3.22092
H  3.23476  2.38016  1.21862
H  4.08230  0.15622  3.16667
H  -3.53690  2.39741  3.21865
H  -0.56827  -2.35996  0.94871
H  -1.36256  -0.84833  1.60219
H  -2.58190  -0.87459  3.36174
H  -2.95489  -2.61633  2.74126
H  -1.60342  -0.43248  5.19586
H  -3.06675  -0.94726  6.22757
H  -0.51185  -2.69403  6.46136
H  -1.75629  -2.14147  7.76855
H  -0.57257  0.14098  6.98053
C  -7.30722  2.80569  5.77669
C  -5.94315  3.43092  5.65935
O  -4.93064  2.75502  5.71029
C  -5.87820  4.92355  5.47660
H  -7.20094  1.72635  5.90417
H  -7.82832  3.21128  6.64637
H  -7.88249  2.99600  4.86823
H  -6.33581  5.42306  6.33297
H  -6.39020  5.20771  4.55479
H  -4.83350  5.23464  5.40715
C  0.48132  6.33068  3.60353
C  1.85412  6.93923  3.49733
O  2.85617  6.24832  3.54439
C  1.94006  8.43279  3.33086
H  0.57369  5.24894  3.71973
H  -0.03744  6.73336  4.47648
H  -0.08846  6.53786  2.69512
H  1.48631  8.92954  4.19116
H  1.43525  8.73397  2.41054
H  2.98895  8.73013  3.26810
C  1.79557  -6.97867  -2.91492
C  1.58726  -8.30369  -3.60059
O  0.49400  -8.83885  -3.62055
C  2.78229  -8.93685  -4.25796
H  0.85042  -6.63882  -2.48440
H  2.52720  -7.08789  -2.11104
H  2.13667  -6.23632  -3.64007
H  3.55658  -9.13207  -3.51178
H  3.16624  -8.28155  -5.03986
H  2.48599  -9.88493  -4.71089
C  6.55285  -7.95747  -0.85393
C  6.34729  -9.28319  -1.53863
O  5.25612  -9.82109  -1.55954
C  7.54429  -9.91647  -2.19611
H  5.60611  -7.62111  -0.42539
H  7.28328  -8.06406  -0.04911
H  6.89349  -7.21393  -1.57798
H  8.31877  -10.11014  -1.45089
H  7.92880  -9.26001  -2.97959
H  7.24867  -10.86540  -2.64841
C  0.72039  7.03256  8.39554
C  0.50538  5.70792  7.71276
O  -0.58674  5.17036  7.70416
C  1.69368  5.07368  7.04042
H  -0.22044  7.36970  8.83551
H  1.46025  6.92472  9.19139
H  1.05313  7.77624  7.66806
H  2.47705  4.87830  7.77567
H  2.06919  5.73037  6.25243
H  1.39111  4.12508  6.59106
C  2.23096  -9.96375  -8.55829
C  3.46962  -9.17352  -8.23022
O  3.64024  -8.69653  -7.12296
C  4.48887  -8.99619  -9.32400
H  1.58710  -10.00992  -7.67730
H  1.68281  -9.47650  -9.36741
H  2.50453  -10.98111  -8.84570
H  4.04092  -8.46597  -10.16705
H  4.86262  -9.97059  -9.64539
H  5.32712  -8.40724  -8.94556
C  -4.33456  7.85000  -2.55077
C  -2.83030  7.82496  -2.61110
O  -2.21214  8.60466  -3.31085
C  -2.12201  6.79596  -1.77086
H  -4.70987  8.63956  -3.20512
H  -4.73569  6.89264  -2.89121
H  -4.66172  8.05693  -1.52958
H  -2.42613  5.79282  -2.07721
H  -2.35221  6.95587  -0.71601
H  -1.04328  6.89347  -1.91264
C  -5.49698  2.01213  -2.23822
C  -5.29425  2.22478  -3.71558
O  -4.48548  1.56523  -4.34269
C  -6.12945  3.28337  -4.38554
H  -4.82890  1.21996  -1.89189
H  -5.26238  2.93024  -1.69587
H  -6.52819  1.71010  -2.04355
H  -5.92360  4.25815  -3.93793
H  -7.18905  3.03838  -4.28730
H  -5.87731  3.32590  -5.44720
C  -4.70653  8.10258  -6.47216
C  -4.89946  6.77098  -7.14805
O  -5.98182  6.21416  -7.15109
C  -3.70101  6.15487  -7.81996
H  -5.65250  8.42506  -6.03154
H  -3.96276  8.01038  -5.67724
H  -4.38896  8.84865  -7.20348
H  -2.91283  5.97781  -7.08493
H  -3.33882  6.81410  -8.61156
H  -3.98682  5.19888  -8.26401

Computed properties:
HOMO-LUMO gap: 5.4012 eV
total charge: +1
spin multiplicity: 1
electronic energy: -5482.36101 Eh

Mulliken atomic charge list, values in e, 5 entries: -0.887, -0.252, -0.349, 1.127, -0.549

***

- What is the spin multiplicity in the first record?
  5

***

- What is the spin multiplicity in the first record?
  5

***

- electronic energy of number 1 (C50H72Br4Cl5GeIrO2PSi3)?
  -18086.75619 Eh